[1]
C16H23F3NO7 | ωB97M-V/def2-TZVPD

Geometry as ORCA input:
```
! RIJCOSX wB97M-V def2-TZVPD def2/J DEFGRID3
* xyz -1 1
C 2.47 -4.11 0.13
C 1.64 -3.25 0.71
C 0.74 -2.45 1.77
N -0.75 -2.58 1.75
C -1.24 -3.74 0.94
C -1.43 -3.30 -0.63
O 1.07 -2.74 3.17
C 1.93 -1.71 3.75
O 2.82 -1.90 4.64
O 1.51 -0.46 3.16
C 1.03 -0.85 1.81
C 2.16 -0.22 0.84
C 1.53 0.30 -0.59
C 2.38 1.54 -1.21
O 3.35 1.01 -2.16
C 3.11 1.46 -3.50
C 4.43 1.73 -4.42
O 1.97 1.64 -4.04
H 3.33 -4.75 -0.29
H -1.12 -2.69 2.73
H -2.33 -3.97 1.32
H -0.66 -4.72 1.08
H -2.42 -2.69 -0.67
H -1.52 -4.22 -1.31
H -0.60 -2.56 -0.95
H 0.07 -0.22 1.70
H 2.56 0.74 1.38
H 3.09 -0.89 0.68
H 0.46 0.67 -0.41
H 1.62 -0.58 -1.32
H 1.72 2.40 -1.62
H 2.99 2.00 -0.32
H 4.15 2.15 -5.46
H 5.17 2.45 -3.90
H 4.96 0.70 -4.52
C -3.24 3.31 -1.10
C -4.30 3.46 -0.02
O -4.60 2.24 0.64
C -3.70 1.75 1.68
O -3.46 2.69 2.58
C -2.40 1.07 1.12
F -2.67 0.38 -0.03
F -1.90 0.16 1.99
F -1.39 1.92 0.82
H -3.38 2.39 -1.67
H -3.28 4.17 -1.78
H -2.24 3.29 -0.67
H -5.23 3.76 -0.51
H -4.05 4.26 0.68
H -4.27 0.87 2.03
*
```

## Properties
- strongest force on any atom (Eh/bohr) = 0.1364
- HOMO energy (eV) = -3.719
- E (hartree) = -1504.30070
- frontier orbital gap (eV) = 6.07
- E_LUMO (Eh) = 0.0863

natural (NBO) population analysis, charges in e, atoms 1 to 2:
1 C -0.23
2 C -0.07

---

[2]
C16H23FNO6S2 | ωB97M-V/def2-TZVPD

Geometry as ORCA input:
```
! RIJCOSX wB97M-V def2-TZVPD def2/J DEFGRID3
* xyz 1 1
C -5.31 0.02 4.70
C -4.62 -1.11 4.72
N -3.49 -2.10 4.73
C -2.99 -2.56 3.44
C -1.77 -3.56 3.36
C -1.18 -4.06 1.94
O 0.19 -4.50 2.20
O 0.25 -5.85 2.20
C -1.17 -4.05 4.78
C -1.75 -3.50 6.17
C -2.96 -2.47 6.05
F -3.55 -1.89 7.23
H -5.73 1.10 4.75
H -3.50 -2.17 2.47
H -1.11 -3.15 1.20
H -1.83 -4.89 1.49
H -0.34 -6.17 2.95
H -0.31 -4.80 4.76
H -1.32 -3.85 7.19
C 0.95 0.15 -1.47
C 0.32 -0.64 -2.62
C -0.99 -1.23 -2.11
S -1.58 -0.13 -0.83
O -1.55 -0.83 0.44
O -2.75 0.57 -1.30
C -0.18 0.99 -0.89
H 1.77 0.77 -1.81
H 1.33 -0.54 -0.71
H 0.12 0.03 -3.46
H 0.99 -1.43 -2.98
H -1.74 -1.30 -2.90
H -0.84 -2.22 -1.66
H 0.03 1.37 0.11
H -0.44 1.81 -1.55
C 2.78 5.35 -3.82
C 4.14 4.93 -3.25
C 3.95 3.58 -2.56
S 2.58 2.78 -3.40
O 1.48 2.65 -2.47
O 3.08 1.66 -4.16
C 2.22 4.12 -4.52
H 2.88 6.20 -4.50
H 2.12 5.65 -3.00
H 4.86 4.83 -4.07
H 4.54 5.67 -2.56
H 4.84 2.95 -2.65
H 3.68 3.70 -1.51
H 1.15 4.18 -4.70
H 2.75 3.93 -5.45
*
```

## Properties
- ΔE to the lowest compared entry with this formula, charge and spin (kJ/mol) = 637.4
- strongest force on any atom (Eh/bohr) = 0.1503
- HOMO energy (eV) = -12.209
- E (hartree) = -2025.20478
- frontier orbital gap (eV) = 7.01
- E_LUMO (Eh) = -0.1911

natural (NBO) population analysis, charges in e, atoms 1 to 2:
1 C -0.10
2 C 0.06

---

[3]
C16H23I2N2O8S2Ta | ωB97M-V/def2-TZVPD

Geometry as ORCA input:
```
! RIJCOSX wB97M-V def2-TZVPD def2/J DEFGRID3
* xyz 2 1
Ta 0.75 4.24 -1.23
C -2.85 4.74 0.85
C -2.32 4.05 -0.38
C -3.35 3.19 -1.09
O -1.11 3.18 -0.06
C -1.71 5.04 -1.37
O -1.83 6.20 -1.44
O -0.80 4.32 -2.19
H -3.37 4.02 1.48
H -3.55 5.51 0.55
H -2.05 5.21 1.41
H -3.76 2.46 -0.39
H -2.92 2.67 -1.94
H -4.17 3.82 -1.44
H -1.22 2.88 0.86
I 2.37 4.32 -3.43
C 1.87 2.33 -3.91
I 1.01 1.59 -1.98
H 2.78 1.79 -4.18
H 1.14 2.34 -4.71
C 3.93 -4.32 -0.08
C 3.25 -2.95 -0.06
C 1.78 -3.08 -0.42
N 1.10 -1.77 -0.45
C 0.60 -1.11 0.58
S 0.02 0.52 0.42
N 0.51 -1.63 1.80
C 0.59 -3.04 2.27
O 1.53 -3.33 2.94
C -0.56 -3.90 1.93
C -1.60 -3.48 1.10
C -2.64 -4.35 0.82
C -2.66 -5.62 1.39
C -1.63 -6.03 2.23
C -0.58 -5.18 2.49
H 4.98 -4.23 0.20
H 3.89 -4.76 -1.08
H 3.46 -5.00 0.62
H 3.74 -2.27 -0.76
H 3.34 -2.52 0.95
H 1.28 -3.74 0.27
H 1.67 -3.52 -1.42
H 1.14 -1.27 -1.32
H 0.24 -0.98 2.53
H -1.60 -2.49 0.66
H -3.44 -4.03 0.17
H -3.49 -6.29 1.18
H -1.65 -7.02 2.67
H 0.24 -5.48 3.14
O 2.24 6.91 0.85
S 1.58 5.95 0.07
O 2.27 4.54 -0.13
O 1.31 6.20 -1.42
O 0.24 5.37 0.46
*
```

## Properties
- ΔE to the lowest compared entry with this formula, charge and spin (kJ/mol) = 326.4
- strongest force on any atom (Eh/bohr) = 0.1110
- HOMO energy (eV) = -14.149
- E (hartree) = -2783.13562
- frontier orbital gap (eV) = 5.85
- E_LUMO (Eh) = -0.3048

natural (NBO) population analysis, charges in e, atoms 1 to 2:
1 Ta 1.95
2 C -0.66

---

[4]
C16H23N2O3 | ωB97M-V/def2-TZVPD

Geometry as ORCA input:
```
! RIJCOSX wB97M-V def2-TZVPD def2/J DEFGRID3
* xyz 0 2
C 3.39 -1.50 1.23
C 2.08 -0.85 0.69
C 0.97 -1.50 1.55
C 1.99 -1.22 -0.79
C 0.83 -0.50 -1.53
N 1.16 -0.62 -2.96
O -0.36 -1.22 -1.18
C -1.52 -0.73 -1.72
O -1.72 -0.55 -2.90
C -2.63 -0.47 -0.73
C -3.25 0.75 -0.62
C -4.28 0.86 0.28
C -4.70 -0.20 1.03
C -4.07 -1.42 0.93
C -3.04 -1.53 0.03
C 0.80 1.01 -1.16
C 1.14 1.41 0.30
C -0.14 1.50 1.20
C 1.66 2.87 0.23
N 2.22 0.61 0.91
O 3.40 1.00 0.55
H 3.67 -1.03 2.17
H 4.20 -1.46 0.49
H 3.21 -2.57 1.42
H 0.97 -2.57 1.37
H -0.03 -1.13 1.29
H 1.19 -1.32 2.61
H 1.90 -2.30 -0.93
H 2.92 -0.91 -1.28
H 0.61 0.05 -3.48
H 2.12 -0.31 -3.09
H -2.93 1.59 -1.23
H -4.81 1.80 0.42
H -5.54 -0.11 1.72
H -4.39 -2.25 1.55
H -2.56 -2.51 -0.03
H -0.14 1.51 -1.43
H 1.57 1.49 -1.79
H -0.28 2.53 1.52
H 0.02 0.94 2.12
H -1.05 1.19 0.68
H 0.85 3.57 0.02
H 2.38 2.98 -0.59
H 2.23 3.13 1.13
*
```

## Properties
- strongest force on any atom (Eh/bohr) = 0.0525
- ⟨S²⟩ = 0.754
- HOMO energy (spin up / spin down) (eV) = -8.833 / -9.662
- E (hartree) = -958.63021
- frontier orbital gap (spin up / spin down) (eV) = 9.53 / 9.63
- E_LUMO (spin up / spin down) (Eh) = 0.0258 / -0.0010

natural (NBO) population analysis, charges in e, atoms 1 to 2:
1 C -0.60
2 C 0.10

---

[5]
C16H23N3OS | ωB97M-V/def2-TZVPD

Geometry as ORCA input:
```
! RIJCOSX wB97M-V def2-TZVPD def2/J DEFGRID3
* xyz 0 1
C 3.00 2.65 5.58
C 3.11 1.86 4.31
C 3.66 0.58 4.32
C 3.75 -0.16 3.16
C 3.31 0.37 1.95
C 3.40 -0.42 0.69
S 1.86 -1.41 0.44
C 2.02 -1.73 -1.36
C 1.73 -0.43 -2.06
O 2.55 0.45 -2.24
N 0.44 -0.25 -2.45
N -0.50 -1.22 -2.33
C -1.71 -1.05 -2.67
C -2.64 -2.21 -2.47
C -3.84 -1.76 -1.63
N -4.50 -0.64 -2.27
C -5.75 -0.30 -1.63
C -3.60 0.50 -2.34
C -2.39 0.17 -3.21
C 2.75 1.64 1.94
C 2.66 2.38 3.11
H 2.07 2.40 6.09
H 3.82 2.42 6.26
H 3.00 3.72 5.38
H 4.02 0.16 5.25
H 4.18 -1.15 3.18
H 3.49 0.23 -0.18
H 4.23 -1.13 0.72
H 1.28 -2.49 -1.60
H 3.04 -2.07 -1.56
H 0.22 0.65 -2.87
H -3.01 -2.54 -3.44
H -2.12 -3.03 -1.98
H -3.50 -1.51 -0.61
H -4.56 -2.58 -1.55
H -6.40 -1.17 -1.65
H -5.62 0.02 -0.58
H -6.23 0.50 -2.19
H -3.25 0.80 -1.33
H -4.14 1.34 -2.78
H -2.74 -0.05 -4.23
H -1.73 1.04 -3.26
H 2.40 2.06 1.01
H 2.23 3.37 3.08
*
```

## Properties
- ΔE to the lowest compared entry with this formula, charge and spin (kJ/mol) = 207.2
- strongest force on any atom (Eh/bohr) = 0.0250
- SMILES string = Cc1ccc(CSCC(=O)NN=C2CCN(C)CC2)cc1
- HOMO energy (eV) = -8.374
- E (hartree) = -1261.16478
- frontier orbital gap (eV) = 9.14
- E_LUMO (Eh) = 0.0280

natural (NBO) population analysis, charges in e, atoms 1 to 2:
1 C -0.63
2 C -0.02

---

[6]
C16H23N6O3RuS | ωB97M-V/def2-TZVPD

Geometry as ORCA input:
```
! RIJCOSX wB97M-V def2-TZVPD def2/J DEFGRID3
* xyz 0 6
Ru -0.36 0.65 0.88
C 1.46 2.03 4.69
C 1.14 1.00 3.61
O -0.05 0.99 3.19
C 2.17 0.09 3.18
C 2.06 -0.89 2.15
C 3.27 -1.76 1.84
N 0.98 -0.99 1.39
N 1.07 -1.98 0.42
C 0.06 -1.88 -0.41
O -0.94 -1.06 -0.32
C 0.06 -2.83 -1.54
C 0.93 -3.93 -1.50
C 0.93 -4.88 -2.52
C 0.02 -4.65 -3.59
C -0.77 -3.52 -3.68
C -0.80 -2.58 -2.61
H 2.43 1.96 5.17
H 0.74 2.05 5.48
H 1.43 2.99 4.15
H 3.09 0.12 3.73
H 4.01 -1.74 2.68
H 3.64 -1.39 0.92
H 2.92 -2.79 1.66
H 1.58 -3.92 -0.58
H 1.62 -5.71 -2.33
H 0.05 -5.33 -4.47
H -1.34 -3.35 -4.57
H -1.44 -1.76 -2.56
N 0.42 1.35 -1.61
N 0.14 2.70 -1.49
C 0.35 3.39 -0.38
N -0.02 4.64 -0.31
S 1.11 2.67 0.93
H 1.17 1.20 -2.28
H -0.44 0.92 -1.95
H -0.58 3.01 -2.15
H -0.75 4.92 -0.97
H 0.12 5.16 0.52
N -3.10 0.34 -1.63
C -2.82 1.64 -1.45
O -2.42 2.36 -2.40
C -2.86 2.18 -0.02
C -2.44 1.24 1.12
H -3.10 0.07 -2.59
H -2.95 -0.35 -0.92
H -3.89 2.45 0.07
H -2.25 3.07 -0.09
H -3.06 0.35 1.10
H -2.59 1.74 2.04
*
```

## Properties
- ΔE to the lowest compared entry with this formula, charge and spin (kJ/mol) = 30.7
- strongest force on any atom (Eh/bohr) = 0.0638
- ⟨S²⟩ = 8.764
- HOMO energy (spin up / spin down) (eV) = -6.752 / -7.026
- E (hartree) = -1670.70493
- frontier orbital gap (spin up / spin down) (eV) = 7.06 / 6.30
- E_LUMO (spin up / spin down) (Eh) = 0.0113 / -0.0267

natural (NBO) population analysis, charges in e, atoms 1 to 2:
1 Ru 1.43
2 C -0.69

---

[7]
C16H23NO4 | ωB97M-V/def2-TZVPD

Geometry as ORCA input:
```
! RIJCOSX wB97M-V def2-TZVPD def2/J DEFGRID3
* xyz 0 1
C -5.82 -2.56 -0.41
C -5.03 -1.46 0.29
C -4.17 -0.47 -0.64
C -3.58 0.52 0.15
C -2.76 1.26 -0.88
C -2.09 2.42 0.13
O -1.23 1.84 1.19
C 0.03 1.48 0.49
C 0.50 1.52 -0.77
C 1.84 0.91 -0.96
C 2.51 0.56 0.06
C 3.86 -0.24 -0.13
C 5.02 0.77 0.46
C 6.30 0.61 -0.15
O 6.83 1.65 -1.17
O 7.06 -0.59 -0.24
C 4.06 -1.82 0.25
N 3.03 -2.29 -0.11
O 4.98 -2.19 0.80
C 1.95 0.43 1.24
C 0.84 0.68 1.51
H -6.61 -3.10 0.41
H -5.24 -3.23 -0.96
H -6.57 -2.27 -1.23
H -4.66 -1.76 1.16
H -5.85 -0.91 0.95
H -3.58 -1.16 -0.85
H -4.98 -0.07 -1.37
H -2.95 0.31 0.98
H -4.35 1.17 0.51
H -2.08 0.69 -1.29
H -3.45 1.87 -1.46
H -2.79 3.05 0.55
H -1.49 3.25 -0.57
H 0.01 2.06 -1.53
H 2.22 0.96 -1.89
H 3.97 -0.11 -1.18
H 4.75 1.87 0.35
H 5.08 0.32 1.56
H 6.43 -1.47 0.24
H 2.06 -1.93 -0.30
H 2.87 -3.37 0.14
H 2.62 -0.14 2.00
H 0.44 0.93 2.66
*
```

## Properties
- ΔE to the lowest compared entry with this formula, charge and spin (kJ/mol) = 1437.6
- strongest force on any atom (Eh/bohr) = 0.3789
- SMILES string = CCCCCCOc1ccc([C@@H](CC(=O)O)C(N)=O)cc1
- HOMO energy (eV) = -8.899
- E (hartree) = -978.70429
- frontier orbital gap (eV) = 8.91
- E_LUMO (Eh) = 0.0003

natural (NBO) population analysis, charges in e, atoms 1 to 2:
1 C -0.61
2 C -0.40

---

[8]
C16H23OPt | ωB97M-V/def2-TZVPD

Geometry as ORCA input:
```
! RIJCOSX wB97M-V def2-TZVPD def2/J DEFGRID3
* xyz -1 5
Pt 0.76 0.13 1.39
C 0.15 1.83 2.68
C 0.61 2.26 1.35
C -0.50 2.02 0.41
H 1.46 2.90 1.16
C -1.57 1.43 1.15
C -1.18 1.28 2.52
H -1.81 0.99 3.35
H 0.63 2.08 3.63
H -0.55 2.42 -0.58
H -2.54 1.23 0.74
C 0.67 -2.01 2.06
C -0.49 -1.50 2.78
C -1.55 -1.33 1.81
H -0.58 -1.42 3.87
C -1.07 -1.69 0.52
C 0.33 -2.04 0.64
H 0.97 -2.46 -0.15
H 1.60 -2.35 2.52
H -2.58 -1.05 2.06
H -1.67 -1.79 -0.37
O 2.47 0.18 -0.64
C -0.77 -0.28 -3.14
C 0.46 0.43 -3.16
C -2.02 0.31 -2.61
C -0.67 -1.75 -3.19
C 1.83 0.77 -1.69
H 0.25 1.50 -3.31
H 1.10 -0.02 -3.93
H 2.55 1.09 -2.56
H 1.24 1.69 -1.40
H -2.88 0.19 -3.36
H -1.95 1.38 -2.36
H -2.31 -0.19 -1.67
H -0.67 -2.14 -4.24
H -1.47 -2.27 -2.61
H 0.31 -2.10 -2.75
C 2.61 0.07 2.18
H 3.14 -0.82 1.81
H 2.61 0.08 3.30
H 3.07 1.00 1.81
*
```

## Properties
- ΔE to the lowest compared entry with this formula, charge and spin (kJ/mol) = 0.0
- strongest force on any atom (Eh/bohr) = 0.0589
- ⟨S²⟩ = 6.059
- HOMO energy (spin up / spin down) (eV) = -1.308 / -3.754
- E (hartree) = -817.66804
- frontier orbital gap (spin up / spin down) (eV) = 4.12 / 6.42
- E_LUMO (spin up / spin down) (Eh) = 0.1034 / 0.0979

natural (NBO) population analysis, charges in e, atoms 1 to 2:
1 Pt 1.09
2 C -0.36

---

[9]
C16H24AlCl2F9KLiNO12PS2 | ωB97M-V/def2-TZVPD

Geometry as ORCA input:
```
! RIJCOSX wB97M-V def2-TZVPD def2/J DEFGRID3
* xyz 0 1
C 0.47 -2.38 0.97
C 1.23 -1.14 0.48
C 0.28 -0.38 -0.45
O -0.73 0.21 0.34
C -1.65 0.95 -0.39
O -2.01 0.43 -1.67
C -3.15 -0.32 -1.75
O -4.01 0.07 -2.49
N -3.26 -1.51 -0.94
S -4.63 -1.14 0.16
C -3.58 -2.65 -1.79
F -3.57 -3.74 -1.02
F -4.80 -2.61 -2.36
C -2.52 -2.89 -2.90
F -2.73 -2.13 -3.98
F -1.29 -2.62 -2.43
F -2.52 -4.16 -3.28
H 0.77 -2.72 1.95
H -0.60 -2.19 1.02
H 0.59 -3.16 0.22
H 2.12 -1.42 -0.10
H 1.50 -0.45 1.28
H 0.82 0.40 -1.05
H -0.11 -1.10 -1.17
H -1.32 1.98 -0.58
H -2.56 1.03 0.21
H -5.07 -2.36 0.55
C 4.24 3.30 -1.76
C 4.24 3.22 -0.35
C 3.09 2.80 0.32
C 1.95 2.46 -0.39
C 1.95 2.53 -1.79
C 3.10 2.96 -2.47
H 5.13 3.63 -2.28
H 5.13 3.49 0.21
H 3.08 2.75 1.41
H 1.06 2.13 0.13
H 1.06 2.25 -2.36
H 3.09 3.03 -3.55
O -0.21 3.95 1.19
H -0.22 3.57 2.06
H 0.47 4.64 1.25
F 0.09 2.13 -3.91
C -2.75 -0.99 -6.66
O -2.18 0.31 -6.52
H -2.85 -1.20 -7.72
H -2.10 -1.74 -6.21
H -3.73 -1.03 -6.18
H -2.09 0.49 -5.58
Li 5.54 1.21 -0.44
Al 2.25 0.11 -2.62
O -2.32 -5.13 3.35
P -2.76 -4.95 1.90
O -3.80 -3.84 1.81
O -3.39 -6.24 1.38
O -1.54 -4.61 1.06
C 3.20 0.33 5.21
F 1.93 -0.06 5.47
F 3.12 1.61 4.77
F 3.84 0.37 6.39
S 4.05 -0.73 3.96
O 3.20 -0.58 2.80
O 4.05 -2.03 4.59
O 5.35 -0.08 3.86
K 0.01 3.98 -2.56
C -0.53 2.34 6.36
Cl 1.07 2.50 7.09
Cl -0.41 2.83 4.67
H -0.87 1.31 6.37
H -1.21 2.97 6.92
*
```

## Properties
- strongest force on any atom (Eh/bohr) = 0.0494
- HOMO energy (eV) = -7.749
- E (hartree) = -5388.26284
- frontier orbital gap (eV) = 3.99
- E_LUMO (Eh) = -0.1383

Löwdin population analysis, charges in e, atoms 1 to 2:
1 C -0.06
2 C -0.21